Record 1
A structure of composition C38H34AuI2NO2PSi. Source: the Open Molecules 2025 dataset; level of theory: ωB97M-V/def2-TZVPD.

Properties
LUMO energy (alpha / beta) in eV: -4.73 / -4.73
Energy relative to the best compared isomer or geometry (same formula, charge and spin) in kJ/mol: 19.9
Kohn-Sham gap (alpha / beta) in eV: 5.8716 / 5.8669
DFT total energy in Ha: -3035.46102
Charge: +1

Structure (XYZ):
```
80
Properties=species:S:1:pos:R:3:mulliken_charge:R:1
Au 0.3009 -0.9933 -0.2193 0.9500
I 2.2867 0.4141 2.2843 0.3880
C 0.4362 1.0252 3.0406 -0.2361
C 0.1951 0.6541 4.3371 -0.4863
C -0.8688 1.2109 5.0678 -0.9830
C -1.6056 2.2061 4.5039 -0.9018
C -1.3836 2.6021 3.1642 1.2833
C -2.1172 3.7005 2.6536 -0.8087
C -1.9254 4.1421 1.3829 -1.3134
C -1.0964 3.3973 0.5271 -0.0030
C -0.3993 2.2857 0.9533 1.0822
P 0.2837 1.3277 -0.4420 0.3199
C -0.8467 1.5987 -1.8262 0.5723
C -2.2153 1.4102 -1.6026 0.1141
C -3.1216 1.6157 -2.6260 -0.8274
C -2.6704 1.9772 -3.8897 -0.8171
C -1.3139 2.1417 -4.1239 -0.6980
C -0.3991 1.9579 -3.0962 -1.0088
C 1.8903 1.9755 -0.9089 1.1863
C 2.6156 1.3934 -1.9500 -0.7330
C 3.8195 1.9544 -2.3442 -0.9176
C 4.3008 3.0899 -1.7055 -0.6206
C 3.5782 3.6724 -0.6736 -0.7652
C 2.3745 3.1169 -0.2707 -0.5766
C -0.4173 1.9362 2.3523 -0.3934
H 0.8633 -0.0449 4.8234 0.4909
H -1.0427 0.8949 6.0879 0.4443
H -2.3708 2.7215 5.0721 0.4290
H -2.8172 4.1993 3.3142 0.4511
H -2.4452 5.0112 1.0041 0.4580
H -1.0527 3.6914 -0.5115 0.7394
H -2.5710 1.1308 -0.6178 0.3869
H -4.1797 1.4835 -2.4415 0.5170
H -3.3799 2.1334 -4.6928 0.4267
H -0.9624 2.4313 -5.1060 0.4563
H 0.6513 2.1236 -3.2853 0.4384
H 2.2522 0.5006 -2.4394 0.6071
H 4.3832 1.5031 -3.1504 0.4828
H 5.2442 3.5226 -2.0142 0.4369
H 3.9539 4.5571 -0.1761 0.4516
H 1.8219 3.5633 0.5459 0.3432
I 8.6313 -4.1060 -0.0613 0.1289
C 6.6391 -3.5035 -0.1222 -0.0579
C 5.6360 -4.4274 0.1434 -0.5820
C 4.3127 -4.0215 0.1061 -0.4810
C 3.9968 -2.7024 -0.2010 0.3833
C 5.0086 -1.7848 -0.4687 -0.3006
C 6.3345 -2.1828 -0.4270 -0.5766
C 2.5771 -2.2868 -0.2144 0.7358
O 1.6453 -3.0253 0.1386 -0.6813
O 2.3260 -1.0600 -0.5937 -0.3816
H 5.8859 -5.4527 0.3787 0.3919
H 3.5139 -4.7210 0.3157 0.4469
H 4.7532 -0.7584 -0.7064 0.3631
H 7.1251 -1.4732 -0.6295 0.4041
C -3.0184 -0.5615 2.4067 -0.5429
Si -2.1388 -2.0187 1.6206 0.1023
C -3.2389 -3.5090 1.4494 -1.0876
C -0.6313 -2.4825 2.6019 -0.8059
N -1.5538 -1.6313 -0.0287 -0.3468
C -2.3927 -1.5820 -1.1480 0.1512
C -1.8626 -1.8068 -2.4310 -0.2988
C -2.6725 -1.7901 -3.5507 -0.7346
C -4.0403 -1.5871 -3.4189 -0.5320
C -4.5884 -1.3835 -2.1576 -1.1545
C -3.7772 -1.3612 -1.0378 0.3408
H -2.9652 -0.6271 3.4973 0.4046
H -4.0756 -0.5130 2.1360 0.5404
H -2.5507 0.3854 2.1153 -0.1466
H -3.4141 -3.9300 2.4441 0.4009
H -2.7517 -4.2795 0.8471 0.3313
H -4.2083 -3.2895 0.9995 0.3477
H -0.9340 -2.7510 3.6194 0.3555
H 0.0928 -1.6705 2.6874 0.0319
H -0.1205 -3.3396 2.1559 0.3027
H -0.8048 -2.0288 -2.5265 0.5255
H -2.2423 -1.9661 -4.5284 0.4588
H -4.6788 -1.6023 -4.2932 0.4365
H -5.6551 -1.2311 -2.0501 0.4339
H -4.2118 -1.1725 -0.0691 0.3272
```



Record 2
A cluster of 23 separate species, C35H116N34O23 in total. Source: the Open Molecules 2025 dataset; level of theory: ωB97M-V/def2-TZVPD.

Properties
LUMO energy in eV: -0.08
Kohn-Sham gap in eV: 8.2443
DFT total energy in Ha: -4995.77326

Structure (XYZ):
```
208
Properties=species:S:1:pos:R:3:mulliken_charge:R:1
C -1.3778 -7.4668 -3.7703 0.7230
O -2.5861 -7.6620 -3.6354 -0.7231
N -0.7004 -7.9582 -4.7383 -0.4028
N -0.5801 -6.7931 -2.9883 -0.2443
H 0.3070 -7.8926 -4.7676 0.1605
H -1.2359 -8.4097 -5.4660 0.2301
H 0.3498 -6.6937 -3.3699 0.1332
H -0.9455 -6.2399 -2.2264 0.3845
C 2.1597 6.5034 -0.3437 0.4975
O 1.0274 6.0343 -0.4137 -0.7138
N 3.2627 5.7604 -0.0223 -0.1665
N 2.5013 7.7140 -0.7467 -0.4248
H 4.1854 6.0464 -0.3171 0.2882
H 3.2347 4.7720 0.1838 0.0318
H 1.8248 8.4210 -0.9967 0.2477
H 3.4581 7.9959 -0.5882 0.1624
C 6.4436 -0.4392 3.0796 0.5120
O 7.5257 -0.7436 2.8253 -0.6620
N 5.8220 -0.6237 4.2293 -0.1595
N 5.6045 0.0967 2.1637 -0.0372
H 6.3072 -1.1730 4.9242 0.1089
H 4.9292 -0.2331 4.4947 0.1369
H 4.7590 0.4324 2.6025 0.1140
H 5.8263 0.2526 1.1908 -0.0672
C 2.8307 -3.4961 2.2412 0.4863
O 4.0112 -3.5119 1.9252 -0.6941
N 2.0335 -2.4955 2.0459 1.4406
N 2.2229 -4.5349 2.7992 -0.2469
H 2.5458 -1.6610 1.7984 -0.4167
H 1.0906 -2.6911 2.3504 -0.6592
H 2.7359 -5.3378 3.1344 0.2356
H 1.2259 -4.4878 2.9533 0.0699
C -0.9005 -3.2956 4.2900 0.2827
O -0.6119 -3.9402 3.3251 -0.7683
N -0.8065 -3.5579 5.5556 -0.2369
N -1.5804 -2.1445 4.3393 0.0226
H -1.4651 -3.1368 6.1952 0.2305
H -0.3694 -4.4456 5.7583 0.2562
H -1.7007 -1.5282 3.5482 -0.1946
H -1.6060 -1.7208 5.2558 0.0663
C -3.1285 1.8767 2.5537 0.3829
O -3.2618 0.8806 3.3217 -0.5325
N -3.7912 2.1090 1.4933 -0.1556
N -2.3653 2.9008 2.8821 -0.3145
H -4.4805 1.4480 1.1647 0.1296
H -3.9305 3.0761 1.2374 0.1293
H -1.9119 2.9490 3.7833 0.0345
H -2.7098 3.7606 2.4793 0.2691
C -2.8755 4.5614 -1.7858 0.7074
O -4.0395 4.8404 -1.6938 -0.7904
N -2.0716 4.6803 -0.7742 -0.0873
N -2.2278 4.2392 -2.8312 0.1583
H -2.5587 4.9027 0.0822 0.1000
H -1.0809 4.4919 -0.8286 0.0397
H -1.2303 4.1327 -2.7136 -0.0058
H -2.6405 4.3063 -3.7506 0.0791
C 3.2656 1.5489 4.5708 0.9733
O 3.2325 0.7203 3.7129 -0.2911
N 3.2113 2.8541 4.3148 -0.1821
N 3.5730 1.2597 5.8085 -0.3281
H 2.9770 3.1145 3.3675 -0.5418
H 3.0637 3.6075 4.9710 0.3134
H 3.9087 2.0211 6.3809 0.1726
H 3.3641 0.2831 5.9597 -0.0066
C 0.2126 3.9650 5.9189 0.5039
O -0.1965 3.8610 7.0189 -0.7141
N 0.7946 4.9531 5.4573 -0.2239
N -0.1170 2.9495 5.1268 -0.2592
H 1.1047 5.7930 5.9248 0.2599
H 1.0650 4.9353 4.4843 0.1110
H -0.5727 2.1509 5.5449 -0.1021
H 0.3003 2.8818 4.2096 0.3459
C -5.5799 0.4040 -2.6917 0.6542
O -5.8212 0.9661 -1.6250 -0.7010
N -5.7163 0.8786 -3.8868 -0.3083
N -5.2377 -0.8680 -2.7690 -0.0241
H -6.0254 1.8351 -3.9856 0.2426
H -5.6708 0.2525 -4.6780 0.1419
H -5.0336 -1.3941 -1.9314 -0.2358
H -5.1606 -1.3222 -3.6678 0.1759
C -6.7054 -2.8567 -0.4477 0.2164
O -5.5217 -2.3882 -0.3433 -0.3990
N -7.0859 -3.7401 -1.2675 -0.3323
N -7.5903 -2.6100 0.4201 -0.3558
H -8.0356 -4.0838 -1.2784 0.1639
H -6.5131 -4.1718 -1.9787 0.2182
H -8.5513 -2.5259 0.1210 0.2737
H -7.1791 -1.8780 0.9816 0.2098
C 1.3301 3.1469 1.7020 0.2904
O 2.5227 3.4874 1.4597 -1.1016
N 0.3086 3.8198 1.5243 0.4788
N 1.0445 1.9817 2.1145 2.2938
H -0.5990 3.3836 1.6023 -0.1975
H 0.4324 4.6185 0.9187 0.1231
H 1.7683 1.3694 2.4628 -1.0770
H 0.1143 1.6364 1.9263 -1.0063
C 5.5979 2.7093 -0.9704 0.5603
O 5.5655 3.9160 -0.8112 -0.7618
N 4.7500 1.9834 -0.3236 0.5108
N 6.3565 2.0432 -1.7104 -0.2495
H 4.2175 2.5363 0.3327 -0.3093
H 4.6914 1.0001 -0.5469 -0.1221
H 7.2353 2.4826 -1.9444 0.2014
H 6.0258 1.2196 -2.1926 0.2035
C 2.8231 -2.0782 6.2633 0.4607
O 4.0403 -1.9611 6.3950 -0.6838
N 2.0330 -1.6734 5.2649 0.6020
N 2.1019 -2.5735 7.2450 -0.3370
H 1.0282 -1.6677 5.3675 -0.0401
H 2.6595 -1.2791 4.5778 -0.2128
H 2.4826 -2.6971 8.1723 0.2445
H 1.1124 -2.7409 7.1312 0.1259
C -5.8148 -1.3536 3.5193 0.4257
O -6.5767 -2.2822 3.4836 -0.7496
N -5.5621 -0.4851 4.4195 -0.2965
N -5.1537 -1.1245 2.4521 0.1559
H -5.9099 -0.5904 5.3619 0.2191
H -4.7735 0.1344 4.2995 0.2958
H -5.2148 -1.7955 1.6997 0.0361
H -4.3860 -0.4857 2.6027 0.1708
C -2.6010 -4.7372 -0.4260 0.4112
O -1.7507 -5.3884 -0.9440 -0.7388
N -2.6655 -4.6065 0.8712 -0.2934
N -3.7253 -4.3639 -0.9492 0.0066
H -1.9230 -5.0141 1.4214 0.1990
H -3.1863 -3.8454 1.2831 0.0074
H -4.2223 -3.6954 -0.3781 -0.1254
H -3.8345 -4.4864 -1.9458 0.2842
C -1.0871 0.3439 7.1379 0.6471
O -0.5451 -0.4507 6.3928 -0.3042
N -2.0439 1.1037 6.7626 -0.4687
N -0.8400 0.5045 8.3943 -0.4585
H -2.3539 1.7632 7.4618 0.1379
H -2.0934 1.0620 5.7546 0.0594
H -0.0335 0.0280 8.7721 0.2604
H -1.2300 1.3111 8.8605 0.1590
C 4.2837 -4.6792 -1.3338 -1.2592
C 3.4371 -3.3687 -1.7551 0.3389
C 1.9299 -3.6527 -1.7620 -0.5409
O 3.6238 -2.3258 -0.8346 0.1000
H 3.9347 -4.8515 -0.3156 0.2224
H 5.3039 -4.3526 -1.1327 0.4110
H 4.1280 -5.5320 -1.9946 0.3644
H 3.8635 -3.1031 -2.7224 0.3017
H 1.8528 -4.3005 -2.6352 0.4135
H 1.3628 -2.7225 -1.7966 -0.4299
H 1.6319 -4.1001 -0.8137 0.3105
H 3.6233 -2.8124 -0.0070 -0.4445
C 2.5998 3.6778 -3.7430 -1.4126
C 0.9972 3.5719 -3.6612 0.1161
C 0.4350 2.2896 -4.2094 0.2353
O 0.6067 3.6262 -2.3139 0.2048
H 3.0547 4.5115 -3.2082 0.4722
H 2.8758 3.7566 -4.7945 0.5196
H 3.0078 2.7010 -3.4833 0.0138
H 0.6032 4.4549 -4.1643 0.2353
H -0.6409 2.2213 -4.0488 0.0801
H 0.8889 1.4959 -3.6160 -0.7556
H 0.5740 2.1179 -5.2768 0.5287
H 1.2130 4.1522 -1.7873 -0.1778
C -1.7821 3.8360 -7.8833 -1.3245
C -2.9097 3.4605 -6.8218 0.2026
C -2.9025 2.0641 -6.2285 -0.5501
O -2.9179 4.2827 -5.6715 -0.6512
H -0.7604 3.8850 -7.5067 0.2698
H -2.0240 4.8236 -8.2760 0.3554
H -1.7156 3.0927 -8.6778 0.3734
H -3.8709 3.4912 -7.3349 0.3358
H -1.9373 1.8917 -5.7522 -0.0659
H -3.2453 1.1564 -6.7251 0.5360
H -3.5688 1.8808 -5.3856 0.0824
H -3.8639 4.3966 -5.5550 0.2807
C -2.0861 -2.7754 -3.6927 -0.9286
C -1.1239 -2.5340 -4.9011 0.2614
C -0.3818 -1.1864 -4.9081 -0.1050
O -0.2826 -3.6579 -5.0322 -0.5944
H -2.7231 -3.6276 -3.9299 0.6776
H -2.7566 -1.9396 -3.4928 -0.1024
H -1.6782 -3.1635 -2.7594 0.3379
H -1.7494 -2.5763 -5.7928 0.1718
H -1.0150 -0.4212 -4.4590 -0.0034
H 0.0739 -0.8971 -5.8550 0.5921
H 0.4266 -1.1890 -4.1770 -0.5447
H -0.8534 -4.4206 -4.9137 0.3212
C 0.4870 0.2015 -0.5711 0.4443
C -0.8946 0.0366 0.0046 0.5610
C -1.7388 -1.0295 -0.7264 -0.9256
O -0.8685 -0.1695 1.3542 1.5551
H 1.2012 -0.5795 -0.3103 -0.4342
H 0.8942 1.2046 -0.4442 -0.5138
H 0.1983 0.2116 -1.6221 -0.2166
H -1.3447 1.0136 -0.1711 -0.1685
H -2.7069 -1.2964 -0.3024 0.2654
H -1.1476 -1.9185 -0.9462 -0.0918
H -1.9834 -0.5423 -1.6703 0.4017
H -0.3155 -0.8536 1.7387 -0.8108
C 3.0769 -0.6159 -4.0196 -0.4992
C 4.5696 -0.5855 -3.8511 0.6639
C 5.1676 0.4483 -4.7591 -1.9467
O 4.8118 -0.1934 -2.5442 -0.1727
H 2.4827 -1.0946 -3.2413 -0.3048
H 2.9198 -1.2899 -4.8617 0.4104
H 2.6699 0.3306 -4.3756 0.3689
H 5.0606 -1.5551 -3.9335 0.3882
H 6.2296 0.4460 -4.5135 0.5440
H 4.6877 1.4263 -4.7220 0.1915
H 5.1646 0.2024 -5.8210 0.4081
H 4.5064 -0.9219 -1.9986 -0.0492
```



Record 3
A structure of composition C44H41F3KN7O4Se. Source: the Open Molecules 2025 dataset; level of theory: ωB97M-V/def2-TZVPD.

Properties
LUMO energy in eV: 4.08
Energy relative to the best compared isomer or geometry (same formula, charge and spin) in kJ/mol: 0.0
Kohn-Sham gap in eV: 5.5870
DFT total energy in Ha: -5686.76494
Charge: -2

Structure (XYZ):
```
101
Properties=species:S:1:pos:R:3:mulliken_charge:R:1
K 1.2996 -0.1150 -0.0767 0.5790
C 1.5800 1.3138 -5.6199 -0.5338
C 1.8822 2.3455 -4.7374 -0.8028
C 2.4975 2.0844 -3.5248 0.2496
C 2.8388 0.7728 -3.1576 -0.1304
C 2.5003 -0.2603 -4.0424 -0.4933
C 1.8863 0.0083 -5.2563 -0.4625
N 3.3715 0.4666 -1.9124 -0.1825
C 4.5006 1.0171 -1.5210 0.4510
C 5.4129 1.7183 -2.4034 -0.7114
C 6.6106 2.2002 -1.9778 -0.5730
C 7.0386 2.0607 -0.6311 -0.7451
C 6.2088 1.4196 0.2441 -0.4449
C 4.9585 0.9010 -0.1540 0.0451
N 4.1062 0.2851 0.7267 0.9997
N 4.4579 0.1924 1.9353 -1.2152
C 3.5226 -0.5248 2.7164 0.1844
C 3.4444 -0.2080 4.0734 -0.2143
C 2.5606 -0.9106 4.8676 -0.3467
C 1.8059 -1.9291 4.3008 -0.5689
C 1.9604 -2.1730 2.9447 -0.3320
N 2.7870 -1.4858 2.1590 -0.3589
H 1.0823 1.5217 -6.5599 0.3899
H 1.6100 3.3663 -4.9822 0.3087
H 2.6988 2.8823 -2.8185 0.5732
H 2.7167 -1.2796 -3.7449 0.4191
H 1.6279 -0.8134 -5.9155 0.3185
H 5.1256 1.8357 -3.4396 0.3550
H 7.2573 2.7027 -2.6913 0.3462
H 7.9924 2.4611 -0.3102 0.3548
H 6.4823 1.2962 1.2841 0.4102
H 4.0540 0.5996 4.4564 0.4050
H 2.4492 -0.6597 5.9164 0.3701
H 1.0816 -2.4961 4.8696 0.3781
H 1.3617 -2.9341 2.4574 0.5331
O -1.4425 -2.5220 3.0949 -0.8958
C -0.9571 -1.6224 2.3795 0.1773
O -0.6357 -1.6630 1.1740 -0.3865
C -0.6868 -0.2800 3.0985 0.1495
C -1.1841 -0.0770 4.4142 -0.8321
C -0.8393 1.0523 5.0863 -1.0882
C 0.0067 2.0039 4.4628 1.1123
C 0.4432 3.1904 5.0969 -0.7613
C 1.2510 4.0726 4.4340 -0.7108
C 1.6503 3.8113 3.1045 -0.7915
C 1.2485 2.6695 2.4706 0.0007
C 0.4236 1.7348 3.1405 -0.6137
N 0.0642 0.5939 2.4820 1.3861
H -1.8040 -0.8549 4.8375 0.5617
H -1.1932 1.2395 6.0958 0.3434
H 0.1239 3.3867 6.1156 0.3743
H 1.5833 4.9794 4.9261 0.3607
H 2.2745 4.5155 2.5693 0.5454
H 1.5462 2.4886 1.4450 0.1885
C -1.4970 1.4077 -4.1178 -0.6315
C -2.8240 1.0491 -3.4563 -0.6428
C -2.8808 1.4754 -1.9892 -0.6119
C -1.9927 0.6285 -1.0909 0.1682
N -2.5430 -0.6985 -0.8356 1.0113
C -1.9930 -1.8755 -1.2258 -0.5746
Se -0.6477 -2.0949 -2.4570 -0.1241
N -2.6249 -2.8689 -0.5416 1.2394
C -2.1282 -4.2320 -0.4792 -1.3978
C -2.6951 -5.1013 -1.5952 -0.8580
C -4.2011 -5.3331 -1.4947 -0.1131
C -4.5836 -6.3238 -0.3996 -1.2984
C -3.5275 -2.3131 0.3491 0.0078
C -4.3466 -2.8688 1.3160 -0.2194
C -5.1056 -2.0005 2.0874 -0.8199
C -5.0389 -0.6193 1.9046 -0.9380
C -4.2149 -0.0610 0.9364 -0.4905
C -3.4713 -0.9339 0.1597 0.7429
H -1.4906 1.1196 -5.1713 0.4362
H -0.6564 0.8993 -3.6441 -0.1001
H -1.3044 2.4816 -4.0539 0.2025
H -2.9873 -0.0320 -3.5270 0.2439
H -3.6465 1.5281 -3.9986 0.3459
H -3.9119 1.4337 -1.6207 0.4470
H -2.5421 2.5094 -1.8958 0.1218
H -1.8271 1.1024 -0.1231 0.1164
H -1.0162 0.5043 -1.5433 -0.7571
H -2.3667 -4.6123 0.5151 0.6358
H -1.0429 -4.1719 -0.5540 0.3616
H -2.1716 -6.0639 -1.5847 0.5452
H -2.4437 -4.6157 -2.5403 0.1978
H -4.5738 -5.7022 -2.4546 0.4008
H -4.7000 -4.3747 -1.3225 0.1364
H -4.1648 -7.3114 -0.6098 0.3779
H -5.6670 -6.4291 -0.3133 0.3298
H -4.2056 -6.0130 0.5758 0.2847
H -4.3634 -3.9339 1.4997 0.1944
H -5.7382 -2.4032 2.8684 0.3596
H -5.6240 0.0318 2.5419 0.3775
H -4.1344 1.0100 0.8093 0.4426
F 0.1967 4.6373 -2.8546 -0.2651
C 0.0163 4.6484 -1.5109 0.5236
F -1.3196 4.5674 -1.3102 -0.2886
F 0.3804 5.8757 -1.0909 -0.3053
C 0.8185 3.4882 -0.8244 0.1134
O 1.9539 3.8027 -0.4576 -0.7194
O 0.2045 2.4067 -0.7781 0.1158
```